[1]
# C20H24F4N6NiS

C20H24F4N6NiS as an isolated structure (the ωB97M-V functional and the def2-TZVPD basis, the Open Molecules 2025 dataset).

Structure (XYZ):
```
56
Properties=species:S:1:pos:R:3:forces:R:3:lowdin_spin:R:1
Ni 0.3284 -0.0858 0.0699 0.56 0.08 -0.17 1.692
C 1.3768 2.4848 -2.4829 0.04 0.02 -0.01 0.000
C 0.4504 1.3139 -2.7498 -0.02 -0.01 0.00 0.002
N -0.5146 0.9493 -1.6755 -0.05 -0.04 -0.05 0.045
C -1.5922 0.1566 -2.3169 -0.01 0.05 -0.02 0.001
C -1.1007 -1.0885 -3.0386 0.01 -0.03 -0.02 0.000
C -1.1403 2.1444 -1.0606 0.04 0.04 0.06 0.002
C -0.3345 2.7596 0.0855 -0.12 0.04 -0.08 0.004
N 0.1221 1.6879 0.9400 -0.23 -0.04 0.05 0.046
C 0.7839 1.9407 2.0835 0.06 0.08 0.05 0.008
C 1.2475 0.8447 2.8465 0.02 0.05 0.02 0.002
F 0.9865 -0.4066 2.3666 -0.02 -0.01 0.00 0.019
C 1.9331 0.9660 4.0278 -0.01 0.02 -0.02 0.000
F 2.3237 -0.1518 4.6634 0.01 -0.01 0.01 0.000
C 2.2246 2.2046 4.5730 -0.02 0.00 -0.05 0.001
C 1.7873 3.2995 3.8541 0.01 -0.05 0.00 0.000
F 2.0391 4.5349 4.3205 0.00 0.01 0.02 0.000
C 1.0991 3.1907 2.6625 -0.02 -0.06 -0.01 0.003
F 0.7286 4.3419 2.0507 -0.01 0.00 -0.01 0.000
H 2.0860 2.5410 -3.3098 0.00 0.00 0.00 0.000
H 1.9512 2.3675 -1.5681 0.00 -0.03 0.01 0.000
H 0.8408 3.4329 -2.4466 0.01 -0.01 0.00 0.000
H 1.0453 0.4267 -2.9586 0.02 0.00 0.00 0.000
H -0.1342 1.5459 -3.6526 0.00 -0.01 0.01 0.001
H -2.1215 0.8056 -3.0303 -0.02 -0.01 0.03 0.002
H -2.3114 -0.1132 -1.5439 0.05 -0.03 0.01 0.000
H -0.6807 -0.8553 -4.0160 0.02 0.01 0.00 0.000
H -1.9357 -1.7733 -3.1935 0.00 0.01 -0.01 0.000
H -0.3374 -1.6085 -2.4610 -0.01 0.00 0.02 0.000
H -2.1022 1.8169 -0.6611 0.01 -0.01 0.02 0.000
H -1.3581 2.8950 -1.8308 -0.01 0.00 0.00 0.001
H -1.0118 3.4503 0.6020 0.00 0.00 0.00 0.001
H 0.4835 3.3734 -0.2982 -0.01 -0.02 0.03 0.000
H 2.7645 2.3095 5.5005 0.00 0.00 0.01 0.000
C -0.1585 -4.4193 -0.1393 0.02 -0.01 -0.04 0.001
C -0.2596 -2.9328 -0.0357 -0.02 -0.01 0.04 0.004
N 0.7092 -2.1196 -0.2722 -0.25 -0.04 0.12 0.038
N 1.9101 -2.6202 -0.6187 0.00 -0.03 -0.09 0.002
C 2.8386 -1.6821 -0.7376 0.01 0.02 -0.03 0.010
N 4.0614 -2.1365 -1.0914 -0.04 -0.07 0.01 0.005
S 2.6510 0.0093 -0.5154 0.03 0.07 0.08 0.063
C -1.5224 -2.3009 0.4018 -0.04 -0.01 0.00 0.003
C -2.7103 -3.0125 0.5456 0.07 0.04 0.01 0.001
C -3.8358 -2.3525 1.0105 0.00 0.02 0.01 -0.001
C -3.7525 -1.0084 1.3383 0.00 0.00 0.01 0.001
C -2.5386 -0.3657 1.1563 0.00 -0.01 0.05 0.002
N -1.4672 -0.9900 0.6856 -0.04 -0.04 -0.05 0.037
H 0.8862 -4.7067 -0.2071 -0.01 0.00 0.00 0.000
H -0.6715 -4.7823 -1.0344 -0.01 0.00 0.00 0.000
H -0.6154 -4.9011 0.7255 0.00 -0.01 0.01 0.000
H 4.2153 -3.1305 -1.0778 0.01 0.01 0.00 0.001
H 4.8443 -1.5130 -1.0315 0.01 0.02 0.00 0.001
H -2.7482 -4.0631 0.2978 0.00 -0.01 0.00 0.000
H -4.7689 -2.8881 1.1255 -0.01 0.00 0.00 0.000
H -4.6025 -0.4665 1.7270 0.00 0.00 0.00 0.000
H -2.3921 0.6817 1.3956 -0.02 0.00 0.00 0.000
```
Forces are in eV/Å.

Highest occupied orbital energy (alpha / beta) ... -0.251 / -0.250 hartree
DFT total energy ... -3411.041949 a.u.
Spin multiplicity ... 3
Gap between HOMO and LUMO (alpha / beta) ... 0.2353 / 0.2341 Eh
LUMO (alpha / beta) ... -0.4 / -0.4 eV
Energy relative to the best compared isomer or geometry (same formula, charge and spin) ... 0.0 kcal/mol
Max |F| ... 0.6 eV/A



[2]
# C5H7NO2

One molecule with the formula C5H7NO2 (the ωB97M-V functional and the def2-TZVPD basis, the Open Molecules 2025 dataset).

Structure (XYZ):
```
15
Properties=species:S:1:pos:R:3:forces:R:3:nbo_charge:R:1
O -0.0295 -0.3485 -2.0658 0.36 0.30 -3.35 -0.482
C 0.1629 -0.3928 -0.9256 -2.09 -1.72 2.80 0.585
C -0.4148 -1.3210 0.2685 1.90 -1.26 -0.09 -0.153
C 0.8158 -0.6936 1.0273 0.42 -0.66 0.24 -0.430
C 0.5074 0.5264 0.2033 0.22 1.86 -2.46 0.105
O 1.4368 1.5327 -0.1550 -0.18 0.46 2.94 -0.672
C -0.9850 0.9023 0.5964 -0.28 -0.53 0.43 -0.243
N -1.4911 -0.5124 0.7302 -0.39 1.13 1.41 -0.635
H -0.4993 -2.4498 0.3025 -0.29 1.51 -0.27 0.227
H 0.7874 -0.5024 2.1117 0.01 -0.63 -0.30 0.217
H 1.7331 -1.2143 0.6251 -0.69 0.69 0.81 0.226
H 1.6831 1.9487 0.7305 -0.21 -0.43 -1.87 0.467
H -1.7206 1.4327 -0.1214 2.00 -0.27 0.92 0.219
H -0.8971 1.3899 1.5955 -0.65 -0.02 -0.65 0.188
H -2.4249 -0.6185 0.3924 -0.12 -0.42 -0.56 0.381
```
Forces are in eV/Å.

Highest occupied orbital energy ... -0.298 hartree
DFT total energy ... -399.859800 a.u.
SMILES ... O=C1[C@H]2C[C@]1(O)CN2
Spin multiplicity ... 1
Gap between HOMO and LUMO ... 0.3236 Eh
LUMO ... 0.7 eV
Energy relative to the best compared isomer or geometry (same formula, charge and spin) ... 66.4 kcal/mol
Max |F| ... 3.9 eV/A



[3]
# C6H11N4

An isolated ion of composition C6H11N4 and charge +1 (the ωB97M-V functional and the def2-TZVPD basis, the Open Molecules 2025 dataset).

Structure (XYZ):
```
21
Properties=species:S:1:pos:R:3:forces:R:3:nbo_charge:R:1
C 0.4614 -1.5368 -1.2430 -0.63 -2.78 -0.39 0.237
C -0.4180 -2.1547 0.8478 -0.64 -1.01 0.00 -0.047
C 1.1451 2.7373 0.5755 -2.87 -0.56 0.62 -0.281
C 0.3843 2.1616 1.7272 -0.21 0.45 -1.49 -0.354
C 0.0715 1.5340 0.3579 1.01 -1.18 -0.97 0.071
C -1.1500 1.7701 -0.4216 0.36 -3.03 -3.05 -0.647
N 0.6344 -0.3703 -0.9182 -0.54 1.18 -0.59 -0.040
N -0.1496 -2.5501 -0.3704 0.56 3.27 0.88 -0.278
N 0.7419 0.3896 -0.0108 1.43 1.21 3.52 0.090
N -0.0545 -3.7561 -1.0035 -2.17 -5.25 -0.45 -0.672
H 0.7982 -1.9494 -2.1626 0.16 0.03 -0.75 0.246
H -0.7886 -3.0465 1.4134 0.31 0.48 -0.22 0.148
H 0.6543 3.4276 -0.1027 0.68 0.80 0.57 0.247
H 2.1832 2.5788 0.5722 1.03 -0.35 -0.47 0.254
H 0.9270 1.5431 2.3912 0.66 -0.49 0.45 0.257
H -0.4821 2.6140 2.1958 0.01 0.23 -0.35 0.264
H -1.4379 2.7310 -0.5718 -1.23 3.03 0.66 0.245
H -1.9468 1.0696 -0.1143 0.16 0.62 -0.15 0.254
H -0.9112 1.5593 -1.5759 -0.35 -0.18 2.30 0.224
H 0.3701 -4.4794 -0.3646 -0.19 1.31 -0.70 0.388
H -1.0326 -4.2727 -1.2216 2.45 2.23 0.58 0.394
```
Forces are in eV/Å.

Highest occupied orbital energy ... -0.475 hartree
DFT total energy ... -453.726924 a.u.
Charge ... +1
Spin multiplicity ... 1
Gap between HOMO and LUMO ... 0.2893 Eh
LUMO ... -5.1 eV
Energy relative to the best compared isomer or geometry (same formula, charge and spin) ... 182.8 kcal/mol
Max |F| ... 5.7 eV/A